Below is an isolated molecule of C3H3N3O, with properties calculated with ωB97M-V with the def2-TZVPD basis set.

Computed properties:
orbital gap: 8.53 eV

```
! RIJCOSX wB97M-V def2-TZVPD def2/J DEFGRID3
* xyz 0 1
N 2.811 -0.022 0.217
C 1.626 -0.289 0.164
N -0.338 1.660 -0.391
N -0.611 0.506 -0.103
O -2.444 -0.655 0.795
C -2.047 0.149 0.009
C 0.333 -0.554 0.222
H 3.348 -0.065 -0.650
H -2.614 0.811 -0.676
H -0.064 -1.541 0.412
*
```